Molecular formula: C38H30Br2CrIN8O5S3
Method: DFT, the ωB97M-V functional and the def2-TZVPD basis

Geometry as XYZ:
```
88
Properties=species:S:1:pos:R:3:lowdin_spin:R:1
Cr 0.621 0.048 -1.789 2.984
C -0.957 2.897 6.750 0.000
C -0.528 2.206 5.482 0.000
C -0.761 2.812 4.202 0.000
C -0.538 2.122 3.007 0.000
C -0.090 0.774 3.044 0.000
C 0.100 0.162 4.286 0.000
C -0.038 0.891 5.463 0.000
S -0.354 -0.304 1.574 0.001
O -1.561 0.162 0.979 0.000
O -0.249 -1.659 1.998 0.000
N 0.848 -0.145 0.408 0.001
C 2.134 -0.368 0.836 -0.004
C 2.552 -0.686 2.133 0.009
C 3.912 -0.883 2.443 -0.003
C 4.884 -0.712 1.465 0.009
C 4.516 -0.409 0.147 -0.001
C 5.485 -0.155 -0.830 0.011
C 5.111 0.276 -2.098 -0.002
C 3.746 0.383 -2.415 0.012
N 2.788 0.091 -1.487 -0.017
C 3.130 -0.244 -0.187 0.001
H -0.772 3.979 6.726 0.000
H -0.440 2.525 7.651 0.000
H -2.046 2.822 6.866 0.000
H -1.180 3.807 4.133 0.000
H -0.654 2.614 2.051 0.000
H 0.312 -0.876 4.322 0.000
H 0.230 0.497 6.434 0.000
H 1.731 -0.721 2.865 0.001
H 4.207 -1.082 3.479 0.000
H 5.905 -0.840 1.721 0.000
H 6.508 -0.409 -0.543 0.000
H 5.909 0.566 -2.787 0.000
H 3.426 0.674 -3.410 0.000
C 1.161 3.111 -0.086 0.002
C 0.840 3.380 -1.513 0.010
C 0.795 4.721 -2.024 -0.003
C 0.606 5.001 -3.352 0.007
C 0.514 3.897 -4.231 -0.001
C 0.544 3.985 -5.656 0.010
Br 0.472 5.610 -6.658 0.002
C 0.678 2.832 -6.447 -0.003
C 0.638 1.579 -5.882 0.007
Br 0.618 0.067 -7.044 0.002
C 0.549 1.417 -4.477 -0.006
O 0.508 0.260 -3.863 -0.001
C 0.570 2.598 -3.678 -0.001
N 0.667 2.304 -2.320 -0.014
H 0.443 3.606 0.561 0.000
H 2.132 3.647 0.105 0.001
H 1.235 2.020 0.112 0.001
H 0.917 5.518 -1.320 0.000
H 0.628 6.023 -3.744 0.000
H 0.847 2.962 -7.515 0.000
N -3.783 -2.992 4.720 0.000
C -3.597 -3.065 3.407 0.000
C -2.824 -4.107 2.828 0.000
C -2.855 -4.314 1.450 0.000
C -3.577 -3.442 0.653 0.000
C -4.155 -2.286 1.173 0.000
C -4.171 -2.082 2.547 0.000
S -3.360 -3.693 -1.101 0.001
O -2.922 -5.031 -1.344 0.000
O -4.564 -3.213 -1.713 0.000
N -2.038 -2.645 -1.350 0.012
C -2.316 -1.407 -1.743 0.003
S -4.030 -0.889 -2.133 -0.007
C -3.488 0.748 -2.355 0.004
C -2.143 0.806 -2.136 0.005
N -1.479 -0.362 -1.871 -0.024
H -3.410 -3.745 5.320 0.000
H -4.403 -2.227 5.072 0.000
H -2.351 -4.832 3.506 0.000
H -2.313 -5.135 0.944 0.000
H -4.545 -1.501 0.513 0.000
H -4.727 -1.303 3.032 0.000
H -4.114 1.567 -2.683 0.000
H -1.504 1.718 -2.183 0.002
I 0.213 -5.725 -4.231 -0.001
C 0.559 -4.199 -2.948 0.000
C 0.670 -4.254 -1.548 0.007
N 0.843 -2.962 -1.108 0.000
N 0.733 -2.094 -2.112 -0.025
C 0.524 -2.784 -3.254 0.005
H 0.688 -5.105 -0.886 0.000
H 0.853 -2.530 -0.175 0.000
H 0.338 -2.270 -4.175 0.000
```

Calculated values
highest occupied orbital energy (alpha / beta)	-0.246 / -0.246	Ha
multiplicity	4
orbital gap (alpha / beta)	5.80 / 5.60	eV

***

Molecular formula: C34H80F3N8NbO13PS2
Method: DFT, the ωB97M-V functional and the def2-TZVPD basis

Geometry as XYZ:
```
142
Properties=species:S:1:pos:R:3:lowdin_charge:R:1
C 6.205 -2.596 0.087 -0.077
C 6.159 -1.665 -1.134 -0.250
O 6.197 -2.309 -2.397 -0.133
C 5.301 -3.384 -2.525 -0.202
C 3.822 -3.072 -2.220 -0.230
O 3.461 -1.760 -2.574 -0.223
C 2.083 -1.541 -2.246 -0.328
Nb 1.500 0.621 -1.995 1.599
N 2.812 1.132 -3.580 -0.219
C -0.021 0.196 -0.390 -0.349
C -0.777 -1.170 -0.446 -0.266
C -0.406 -2.050 0.768 -0.290
O -1.384 -3.062 0.946 -0.084
C 3.102 0.868 -0.411 -0.292
C 3.095 -0.225 0.697 -0.246
C 2.814 0.422 2.063 -0.248
O 3.940 1.165 2.516 -0.195
C 4.953 0.307 3.041 -0.106
P -0.451 0.290 -3.741 0.109
S 0.143 1.048 -5.482 -0.087
S 0.990 3.139 -1.726 0.582
O 0.171 3.416 -0.524 -0.451
O 0.301 3.564 -2.953 -0.436
C 2.487 4.280 -1.579 -0.732
F 2.290 5.338 -2.371 0.104
F 3.622 3.714 -1.952 0.117
F 2.660 4.765 -0.352 0.103
H 6.949 -3.386 -0.021 0.080
H 6.510 -1.990 0.945 0.068
H 5.211 -2.975 0.326 0.055
H 5.307 -0.982 -1.064 0.087
H 7.051 -1.033 -1.100 0.120
H 5.363 -3.694 -3.573 0.119
H 5.607 -4.265 -1.944 0.115
H 3.221 -3.768 -2.832 0.119
H 3.601 -3.321 -1.174 0.108
H 1.452 -1.940 -3.061 0.041
H 1.788 -2.076 -1.333 0.045
H 2.839 0.353 -4.236 -0.038
H 3.767 1.196 -3.226 -0.019
H -0.778 0.989 -0.468 0.023
H 0.403 0.300 0.616 0.026
H -0.670 -1.717 -1.387 0.073
H -1.833 -0.936 -0.314 0.072
H -0.339 -1.407 1.652 0.085
H 0.557 -2.553 0.640 0.100
H -2.214 -2.590 1.069 0.052
H 4.058 0.828 -0.945 0.034
H 3.029 1.864 0.041 0.040
H 2.316 -0.968 0.514 0.060
H 4.067 -0.721 0.732 0.080
H 1.965 1.106 2.007 0.115
H 2.577 -0.334 2.828 0.115
H 5.031 0.509 4.111 0.086
H 4.697 -0.742 2.867 0.040
H 5.891 0.497 2.514 0.088
H -0.772 -1.073 -3.949 -0.123
H -1.649 0.914 -3.290 -0.105
C 4.496 7.063 -0.854 -0.015
C 5.479 8.009 -0.212 -0.546
O 6.021 7.772 0.856 0.030
N 5.755 9.169 -0.875 -0.004
C 5.218 9.623 -2.143 -0.084
H 4.379 6.194 -0.224 0.070
H 3.525 7.545 -0.972 0.091
H 4.864 6.741 -1.830 0.093
H 6.417 9.757 -0.397 0.132
H 6.032 9.771 -2.855 0.079
H 4.701 10.575 -2.003 0.079
H 4.520 8.902 -2.552 0.072
C -4.250 3.932 2.851 -0.003
C -3.913 3.176 1.586 -0.493
O -4.579 2.210 1.222 -0.059
N -2.851 3.608 0.871 0.046
C -1.968 4.731 1.149 -0.072
H -5.120 3.473 3.312 0.070
H -3.417 3.891 3.554 0.084
H -4.482 4.973 2.624 0.082
H -2.667 3.063 0.041 0.141
H -2.010 5.431 0.315 0.089
H -0.948 4.367 1.243 0.063
H -2.254 5.247 2.061 0.070
C 0.725 -4.173 -5.407 0.001
C -0.680 -4.150 -4.857 -0.541
O -0.985 -3.474 -3.891 0.017
N -1.615 -4.917 -5.485 0.004
C -1.443 -5.776 -6.639 -0.084
H 1.346 -3.515 -4.806 0.065
H 1.137 -5.183 -5.362 0.084
H 0.739 -3.818 -6.438 0.089
H -2.530 -4.854 -5.068 0.136
H -2.100 -5.445 -7.446 0.081
H -1.706 -6.803 -6.376 0.079
H -0.418 -5.756 -6.992 0.069
C -2.302 -0.503 4.013 0.010
C -3.238 -0.397 2.834 -0.518
O -2.862 -0.565 1.679 0.023
N -4.531 -0.099 3.078 0.032
C -5.216 0.114 4.341 -0.050
H -1.307 -0.742 3.651 0.071
H -2.259 0.445 4.552 0.085
H -2.629 -1.293 4.690 0.085
H -5.074 -0.010 2.234 0.099
H -6.033 -0.603 4.407 0.057
H -5.637 1.122 4.356 0.081
H -4.556 -0.008 5.194 0.077
C 5.683 -4.283 5.266 -0.010
C 5.062 -3.703 4.018 -0.535
O 5.495 -2.694 3.487 0.025
N 3.985 -4.343 3.493 0.015
C 3.326 -5.542 3.974 -0.076
H 6.524 -3.662 5.557 0.082
H 4.959 -4.299 6.082 0.083
H 6.043 -5.296 5.078 0.083
H 3.620 -3.900 2.663 0.138
H 3.357 -6.312 3.202 0.083
H 2.281 -5.320 4.201 0.085
H 3.807 -5.922 4.869 0.069
C -9.399 0.092 2.612 -0.001
C -8.638 -0.957 3.384 -0.556
O -8.322 -0.807 4.555 0.003
N -8.268 -2.078 2.715 0.011
C -8.473 -2.377 1.312 -0.073
H -9.605 0.929 3.272 0.081
H -8.812 0.447 1.762 0.071
H -10.346 -0.312 2.251 0.087
H -7.777 -2.748 3.285 0.137
H -9.053 -3.295 1.197 0.079
H -7.499 -2.519 0.840 0.085
H -8.986 -1.564 0.811 0.064
C -5.642 0.797 -0.157 -0.043
C -6.725 0.402 -1.132 -0.528
O -7.911 0.391 -0.819 -0.003
N -6.341 0.054 -2.386 0.005
C -4.995 0.008 -2.931 -0.071
H -6.098 1.050 0.795 0.070
H -4.943 -0.026 -0.002 0.088
H -5.096 1.669 -0.517 0.090
H -7.110 -0.197 -2.987 0.131
H -4.923 0.685 -3.784 0.084
H -4.772 -1.005 -3.270 0.083
H -4.260 0.299 -2.189 0.066
```

Calculated values
net charge	-1
highest occupied orbital energy	-0.161	Ha
multiplicity	1
orbital gap	5.53	eV

***

Molecular formula: C4H9NO
Method: DFT, the ωB97M-V functional and the def2-TZVPD basis

Geometry as XYZ:
```
15
Properties=species:S:1:pos:R:3:nbo_charge:R:1
C 0.415 -0.977 1.462 -0.627
C 0.206 -1.048 -0.030 -0.070
N -1.079 -0.604 -0.577 -0.630
C 0.142 0.093 -0.978 -0.109
C 0.182 1.569 -0.612 -0.069
O -0.674 1.880 0.458 -0.722
H 1.483 -0.927 1.700 0.212
H -0.079 -0.102 1.889 0.235
H 0.011 -1.882 1.931 0.211
H 0.613 -1.956 -0.479 0.187
H -1.431 -1.227 -1.296 0.363
H 0.532 -0.113 -1.976 0.195
H -0.088 2.144 -1.515 0.158
H 1.198 1.870 -0.329 0.180
H -1.433 1.280 0.352 0.485
```

Calculated values
SMILES	C[C@H]1N[C@H]1CO
highest occupied orbital energy	-0.357	Ha
multiplicity	1
orbital gap	10.72	eV
relative energy (zero: lowest compared OMol25 entry of this formula, charge and spin)	185.0	kJ/mol

***

Molecular formula: C7H19O2PV
Method: DFT, the ωB97M-V functional and the def2-TZVPD basis

Geometry as XYZ:
```
30
Properties=species:S:1:pos:R:3:lowdin_spin:R:1
V 0.309 -0.917 0.653 0.927
H 0.702 3.130 -2.262 0.000
H 0.695 2.444 -2.561 0.000
P -2.032 -0.820 -0.414 0.001
C -1.923 -2.123 -1.684 0.008
H -2.927 -2.422 -1.994 0.002
H -1.348 -1.760 -2.539 0.000
H -1.380 -2.995 -1.308 0.000
C -3.398 -1.047 0.806 -0.002
H -3.501 -0.116 1.384 0.000
H -4.345 -1.307 0.301 0.000
H -3.136 -1.826 1.537 0.000
C -2.851 0.484 -1.410 -0.005
H -2.250 0.767 -2.279 0.000
H -3.823 0.093 -1.743 -0.001
H -3.015 1.391 -0.819 0.000
C 1.111 -1.369 -0.939 0.014
O 1.601 -1.411 -1.998 0.048
H -0.827 0.125 -0.068 0.004
H -1.046 -1.775 0.658 -0.003
C 2.424 2.000 1.446 0.001
C 2.980 0.621 1.577 0.004
C 4.435 0.552 1.941 0.000
O 2.296 -0.418 1.389 0.001
H 3.142 2.742 1.809 0.000
H 1.514 2.103 2.050 0.000
H 2.229 2.232 0.389 0.000
H 4.580 -0.036 2.859 0.000
H 4.998 0.075 1.123 0.000
H 4.784 1.585 2.095 0.000
```

Calculated values
net charge	+2
highest occupied orbital energy (alpha / beta)	-0.644 / -0.625	Ha
multiplicity	2
orbital gap (alpha / beta)	7.95 / 7.66	eV